This record from the OMol25 dataset describes a structure of composition C60H155F6N13O17V at a distorted geometry. The level of theory is ωB97M-V/def2-TZVPD.

Structure (XYZ):
```
252
Properties=species:S:1:pos:R:3:lowdin_charge:R:1
V 3.066 2.278 -1.985 1.287
C 1.313 -0.055 -0.228 -0.320
O 0.277 0.925 -0.491 -0.093
O 2.446 0.524 -0.810 -0.219
C 1.342 -0.420 1.287 -0.480
F 2.487 -1.075 1.641 0.088
F 1.164 0.657 2.091 0.138
F 0.435 -1.367 1.641 0.114
C -1.037 0.426 -0.584 -0.250
C -1.956 1.670 -0.619 -0.053
H -1.790 2.213 -1.550 0.063
H -3.012 1.475 -0.430 0.068
H -1.663 2.336 0.193 0.065
H -1.422 -0.342 0.087 0.113
H -1.202 0.061 -1.597 0.114
H 1.116 -0.965 -0.796 0.157
C 0.497 2.125 -4.477 -0.287
O 0.970 0.995 -5.310 -0.115
O 1.519 2.244 -3.519 -0.251
C 0.103 3.451 -5.285 -0.542
F 0.967 3.738 -6.260 0.152
F -1.088 3.293 -5.888 0.136
F 0.097 4.611 -4.615 0.130
C 0.055 0.494 -6.284 -0.245
C 0.705 -0.776 -6.889 -0.052
H 0.078 -1.372 -7.553 0.081
H 1.574 -0.404 -7.432 0.081
H 0.969 -1.522 -6.139 0.041
H -0.046 1.251 -7.062 0.114
H -0.924 0.290 -5.852 0.112
H -0.380 1.744 -3.953 0.144
C -5.673 3.961 -1.305 -0.047
C -4.416 4.826 -1.236 -0.408
C -4.045 5.399 -2.641 -0.232
O -3.022 6.307 -2.694 -0.147
C -1.759 5.641 -2.601 -0.080
N -4.703 5.854 -0.260 0.046
H -5.494 3.119 -1.974 0.060
H -6.558 4.514 -1.620 0.083
H -5.869 3.428 -0.375 0.058
H -3.590 4.243 -0.827 0.109
H -4.895 5.929 -3.071 0.121
H -3.935 4.534 -3.296 0.101
H -1.722 5.087 -1.663 0.067
H -0.959 6.362 -2.770 0.099
H -1.707 4.921 -3.417 0.070
H -5.348 6.470 -0.734 0.081
H -3.933 6.483 -0.080 0.055
C 1.803 -4.125 3.004 -0.038
C 2.944 -4.685 3.817 -0.312
C 4.372 -4.426 3.114 -0.090
O 5.395 -5.113 3.910 -0.187
C 6.683 -4.957 3.312 -0.062
N 2.885 -4.052 5.094 0.339
H 0.807 -4.173 3.444 0.100
H 1.743 -4.599 2.025 0.068
H 2.067 -3.099 2.748 0.054
H 2.812 -5.761 3.933 0.165
H 4.462 -3.360 2.904 0.101
H 4.278 -4.931 2.152 0.133
H 7.449 -5.413 3.940 0.104
H 6.741 -3.869 3.326 0.077
H 6.743 -5.367 2.303 0.099
H 3.050 -3.056 5.107 0.084
H 3.544 -4.474 5.732 0.152
C 0.584 3.560 4.057 -0.074
C -0.644 3.993 4.757 -0.465
C -1.775 4.478 3.868 -0.166
O -1.489 5.708 3.162 -0.186
C -2.500 6.230 2.345 -0.128
N -1.079 2.864 5.511 0.054
H 1.000 4.365 3.451 0.074
H 0.350 2.695 3.437 0.063
H 1.349 3.201 4.746 0.078
H -0.325 4.767 5.455 0.153
H -2.667 4.707 4.450 0.128
H -2.070 3.676 3.190 0.113
H -2.885 5.602 1.542 0.055
H -2.105 7.107 1.833 0.090
H -3.368 6.577 2.905 0.095
H -1.749 3.146 6.212 0.095
H -1.393 2.079 4.958 0.050
C -4.750 1.614 2.547 -0.052
C -6.294 1.945 2.538 -0.407
C -6.889 1.134 1.389 -0.279
O -8.183 1.385 1.067 -0.153
C -8.647 0.629 -0.014 -0.101
N -6.856 1.648 3.825 0.051
H -4.264 2.088 3.400 0.064
H -4.187 2.106 1.754 0.050
H -4.384 0.588 2.508 0.055
H -6.447 2.991 2.272 0.143
H -6.649 0.104 1.651 0.121
H -6.364 1.463 0.492 0.104
H -9.680 0.783 -0.324 0.099
H -8.495 -0.426 0.216 0.080
H -7.999 0.803 -0.874 0.078
H -6.817 0.643 3.922 0.072
H -7.837 1.881 3.764 0.078
C 3.624 -0.872 -3.977 -0.033
C 4.864 -0.160 -3.507 -0.386
C 6.156 -0.386 -4.374 -0.120
O 7.289 0.283 -3.734 -0.213
C 8.544 -0.248 -4.109 -0.101
N 4.486 1.247 -3.378 0.023
H 3.739 -1.956 -3.945 0.060
H 3.361 -0.559 -4.988 0.093
H 2.795 -0.743 -3.282 0.083
H 5.084 -0.550 -2.513 0.108
H 6.125 -0.028 -5.403 0.136
H 6.373 -1.452 -4.444 0.112
H 9.360 0.338 -3.686 0.098
H 8.611 -0.204 -5.196 0.094
H 8.714 -1.289 -3.833 0.077
H 4.402 1.361 -4.378 0.112
H 5.390 1.696 -3.332 0.091
C 4.256 0.324 6.074 -0.035
C 3.785 -0.101 4.702 -0.416
C 4.855 -0.589 3.745 -0.223
O 5.647 0.430 3.206 -0.228
C 6.529 1.185 4.101 -0.039
N 2.726 -1.078 4.855 0.061
H 4.713 1.311 6.150 0.077
H 4.963 -0.374 6.521 0.092
H 3.365 0.448 6.690 0.075
H 3.317 0.714 4.149 0.140
H 4.422 -1.139 2.909 0.086
H 5.433 -1.403 4.182 0.125
H 7.443 1.547 3.631 0.089
H 6.846 0.516 4.901 0.095
H 6.030 2.087 4.457 0.083
H 2.145 -1.082 4.029 0.056
H 2.093 -0.626 5.499 0.024
C 5.222 3.594 1.560 -0.030
C 4.144 2.946 0.721 -0.333
C 2.940 3.987 0.365 -0.142
O 2.064 3.432 -0.563 -0.299
C 0.865 4.220 -0.669 -0.025
N 4.702 2.442 -0.554 -0.015
H 6.096 2.957 1.696 0.084
H 4.822 3.919 2.520 0.093
H 5.457 4.582 1.164 0.092
H 3.676 2.044 1.116 0.128
H 3.385 4.886 -0.060 0.136
H 2.400 4.296 1.260 0.132
H 0.240 4.224 0.224 0.109
H 0.288 3.854 -1.518 0.080
H 1.092 5.260 -0.904 0.111
H 5.247 1.638 -0.275 0.044
H 5.482 3.022 -0.828 0.114
C -3.807 1.726 -4.413 -0.052
C -5.265 1.619 -5.003 -0.403
C -5.890 2.982 -5.326 -0.184
O -6.095 3.801 -4.170 -0.234
C -7.021 4.830 -4.412 -0.106
N -5.208 0.807 -6.205 0.033
H -3.400 0.736 -4.209 0.054
H -3.861 2.263 -3.466 0.048
H -3.098 2.121 -5.141 0.059
H -5.920 1.102 -4.301 0.129
H -6.757 2.740 -5.940 0.129
H -5.238 3.568 -5.974 0.129
H -6.634 5.400 -5.257 0.096
H -7.035 5.540 -3.585 0.075
H -8.031 4.444 -4.549 0.099
H -4.541 0.056 -6.104 0.065
H -4.913 1.357 -6.999 0.073
C -1.639 -4.167 -0.785 -0.068
C -1.372 -4.523 0.651 -0.412
C -2.786 -4.638 1.332 -0.196
O -3.463 -3.405 1.351 -0.245
C -4.572 -3.359 2.288 -0.066
N -0.538 -5.714 0.653 0.054
H -2.152 -3.209 -0.868 0.063
H -2.195 -4.939 -1.318 0.095
H -0.725 -4.177 -1.378 0.059
H -0.842 -3.661 1.054 0.117
H -2.710 -4.882 2.391 0.108
H -3.431 -5.425 0.940 0.135
H -5.456 -3.889 1.934 0.089
H -4.868 -2.321 2.439 0.081
H -4.361 -3.842 3.242 0.084
H -0.969 -6.497 0.184 0.085
H -0.566 -6.106 1.583 0.064
C -4.352 -1.371 -1.710 -0.055
C -5.449 -2.277 -1.219 -0.452
C -6.696 -2.240 -2.106 -0.177
O -7.803 -3.040 -1.664 -0.188
C -9.157 -2.689 -1.924 -0.098
N -4.974 -3.631 -1.057 0.070
H -4.768 -0.397 -1.970 0.069
H -3.906 -1.746 -2.631 0.088
H -3.593 -1.257 -0.937 0.059
H -5.775 -1.950 -0.232 0.123
H -6.463 -2.541 -3.127 0.130
H -7.032 -1.210 -2.223 0.106
H -9.764 -3.340 -1.295 0.092
H -9.457 -2.812 -2.965 0.085
H -9.476 -1.669 -1.709 0.066
H -5.760 -4.142 -0.681 0.077
H -4.228 -3.566 -0.379 0.013
C 0.039 -1.870 7.747 -0.055
C -0.353 -1.114 6.496 -0.439
C -1.860 -0.675 6.377 -0.165
O -2.250 0.015 5.189 -0.216
C -1.769 -0.529 3.918 -0.052
N 0.502 0.038 6.450 0.031
H 0.929 -2.485 7.619 0.067
H -0.662 -2.686 7.924 0.078
H 0.054 -1.343 8.701 0.091
H -0.182 -1.722 5.607 0.112
H -2.114 -0.069 7.247 0.132
H -2.449 -1.589 6.453 0.119
H -0.681 -0.546 3.854 0.054
H -2.234 0.131 3.186 0.078
H -2.184 -1.536 3.903 0.092
H 0.290 0.625 7.243 0.095
H 0.251 0.687 5.718 0.051
C 2.680 -4.482 -0.884 -0.071
C 2.094 -5.191 -2.116 -0.365
C 2.359 -4.401 -3.487 -0.191
O 1.887 -5.136 -4.600 -0.185
C 2.012 -4.437 -5.871 -0.060
N 2.714 -6.543 -2.021 0.037
H 2.744 -5.110 0.005 0.052
H 2.147 -3.545 -0.724 0.067
H 3.728 -4.231 -1.047 0.059
H 1.016 -5.329 -2.033 0.102
H 3.420 -4.173 -3.586 0.101
H 1.903 -3.412 -3.514 0.106
H 1.777 -5.081 -6.718 0.094
H 3.041 -4.095 -5.978 0.084
H 1.345 -3.576 -5.927 0.058
H 2.477 -6.966 -1.135 0.059
H 2.381 -7.130 -2.773 0.069
C 7.758 -1.048 0.690 -0.025
C 6.507 -1.004 -0.213 -0.376
C 5.751 -2.351 -0.431 -0.183
O 6.560 -3.365 -0.987 -0.158
C 6.938 -3.119 -2.288 -0.106
N 5.602 -0.047 0.446 0.059
H 7.511 -1.654 1.563 0.073
H 8.067 -0.052 1.007 0.083
H 8.602 -1.597 0.271 0.083
H 6.817 -0.541 -1.150 0.106
H 4.936 -2.100 -1.110 0.103
H 5.286 -2.703 0.490 0.117
H 7.540 -2.211 -2.262 0.067
H 6.058 -2.999 -2.921 0.083
H 7.601 -3.877 -2.703 0.111
H 4.699 -0.494 0.513 0.055
H 5.824 0.008 1.430 0.032
```

Calculated values
Multiplicity: 4
Electronic energy (a.u.): -5912.25544
HOMO (spin up / spin down) (eV): -11.7 / -11.7
⟨S²⟩: 3.786
Total charge: +2
Gap between HOMO and LUMO (spin up / spin down) (hartree): 0.1926 / 0.1059